Entry 1:
Formula: C37H29N3P2RuS3
Source: OMol25
Level of theory: ωB97M-V/def2-TZVPD

```
75
Properties=species:S:1:pos:R:3:forces:R:3:lowdin_charge:R:1
Ru -0.020 -1.857 -1.091 0.04 -0.02 -0.04 0.761
S 2.338 -1.508 -1.297 -0.01 0.02 -0.01 0.317
P 1.655 0.424 -1.309 -0.05 0.00 -0.03 0.487
C -0.007 0.094 -1.399 0.01 -0.03 0.12 -0.722
P -1.673 0.409 -1.471 0.04 0.00 -0.01 0.481
S -2.344 -1.520 -1.601 0.00 0.02 0.00 0.313
C -2.216 1.433 -2.848 -0.04 0.00 0.00 -0.347
C -2.242 0.872 -4.125 0.01 0.01 0.01 -0.104
C -2.557 1.661 -5.218 0.00 -0.01 0.00 -0.067
C -2.844 3.009 -5.042 0.00 0.01 0.00 -0.066
C -2.823 3.569 -3.773 0.00 0.00 0.00 -0.066
C -2.513 2.783 -2.672 0.01 0.00 -0.01 -0.070
C -2.275 1.193 0.041 -0.01 -0.01 -0.01 -0.389
C -1.454 2.103 0.703 0.01 0.02 0.00 -0.113
C -1.860 2.655 1.908 0.00 0.00 0.00 -0.075
C -3.083 2.292 2.458 -0.01 -0.01 0.00 -0.076
C -3.905 1.387 1.797 0.01 0.01 0.01 -0.068
C -3.504 0.838 0.589 0.00 0.00 0.00 -0.099
C 2.132 1.287 0.209 0.01 -0.01 0.00 -0.345
C 2.165 2.680 0.238 -0.01 0.01 -0.01 -0.092
C 2.378 3.344 1.436 0.00 0.00 0.01 -0.069
C 2.562 2.621 2.608 0.00 0.00 0.00 -0.069
C 2.544 1.233 2.580 0.00 0.00 0.00 -0.072
C 2.330 0.566 1.383 0.00 0.00 0.01 -0.119
C 2.313 1.421 -2.649 -0.01 0.00 -0.02 -0.354
C 1.468 1.855 -3.663 0.01 -0.01 0.01 -0.065
C 1.978 2.616 -4.706 0.01 0.01 0.00 -0.062
C 3.328 2.930 -4.737 -0.01 0.00 0.00 -0.065
C 4.176 2.489 -3.726 0.01 0.00 0.00 -0.065
C 3.671 1.737 -2.680 0.01 -0.01 0.00 -0.083
H -2.021 -0.181 -4.254 0.00 0.00 0.00 0.094
H -2.584 1.224 -6.208 0.00 0.00 0.00 0.111
H -3.093 3.623 -5.897 0.00 0.00 0.00 0.110
H -3.056 4.617 -3.638 0.00 0.00 0.00 0.110
H -2.508 3.220 -1.682 0.00 0.00 0.00 0.103
H -0.486 2.361 0.292 0.00 0.00 0.00 0.092
H -1.217 3.361 2.420 0.00 0.00 0.00 0.109
H -3.400 2.720 3.400 0.00 0.00 0.00 0.109
H -4.858 1.107 2.226 0.00 0.00 0.00 0.111
H -4.133 0.114 0.085 0.00 0.00 0.00 0.095
H 2.030 3.247 -0.676 0.00 0.00 0.00 0.114
H 2.410 4.426 1.454 0.00 0.00 0.00 0.111
H 2.736 3.141 3.541 0.00 0.00 0.00 0.109
H 2.707 0.670 3.490 0.00 0.00 0.00 0.109
H 2.327 -0.517 1.349 0.00 0.00 0.00 0.067
H 0.416 1.598 -3.639 -0.01 0.00 0.00 0.082
H 1.320 2.958 -5.494 0.00 0.00 0.00 0.109
H 3.727 3.519 -5.552 0.00 0.00 0.00 0.110
H 5.229 2.733 -3.757 0.00 0.00 0.00 0.111
H 4.330 1.396 -1.890 0.00 0.00 0.00 0.117
N 0.336 -3.603 2.987 0.00 0.01 0.01 0.145
C 0.106 -2.739 4.028 0.00 -0.01 -0.01 -0.223
C 0.398 -3.123 5.345 0.01 0.00 0.00 -0.007
C 0.118 -2.274 6.387 0.00 0.00 -0.01 -0.052
C -0.456 -1.013 6.157 0.00 0.00 0.00 -0.064
C -0.735 -0.616 4.875 0.00 0.00 0.01 -0.089
C -0.448 -1.472 3.799 0.00 0.00 0.00 -0.416
S -0.738 -0.919 2.200 0.00 0.01 0.00 1.132
N -0.124 -2.049 1.235 -0.01 -0.02 0.02 -0.361
C 0.085 -3.354 1.658 0.01 -0.01 -0.02 -0.300
C 0.123 -4.392 0.697 0.00 -0.01 -0.01 -0.224
C 0.255 -5.760 1.035 -0.01 0.03 0.01 -0.014
C 0.295 -6.705 0.043 0.00 0.00 -0.02 -0.056
C 0.197 -6.308 -1.292 0.00 -0.01 0.01 -0.052
C 0.056 -4.961 -1.557 0.00 0.01 -0.01 -0.130
N 0.024 -4.021 -0.613 0.01 0.02 0.01 -0.053
H 0.720 -4.504 3.226 0.00 0.00 0.00 0.143
H 0.834 -4.098 5.530 0.00 0.00 0.00 0.122
H 0.341 -2.585 7.398 0.00 0.00 0.00 0.116
H -0.672 -0.357 6.989 0.00 0.00 0.00 0.114
H -1.166 0.357 4.673 0.00 0.00 0.00 0.110
H 0.284 -6.077 2.069 0.00 -0.01 0.00 0.105
H 0.388 -7.752 0.297 0.00 0.00 0.00 0.116
H 0.218 -7.022 -2.101 0.00 0.00 0.00 0.109
H -0.034 -4.607 -2.577 0.00 0.00 0.00 0.114
```
Forces are in eV/Å.

multiplicity = 6
Kohn-Sham gap (spin up / spin down) = 6.945 / 6.142 eV
E = -96970.2197 eV
total charge = +1

Entry 2:
Formula: C37H30BeN3OPTe
Source: OMol25
Level of theory: ωB97M-V/def2-TZVPD

```
74
Properties=species:S:1:pos:R:3:forces:R:3:lowdin_charge:R:1
Be 0.865 0.974 -0.065 -0.01 0.11 -0.18 -0.167
O 2.810 0.193 3.306 0.01 0.20 0.27 -0.036
N 1.673 -0.428 2.850 -0.49 -0.18 0.63 -0.034
C 0.832 -0.799 3.721 0.13 0.24 0.00 -0.091
C -0.369 -1.561 3.379 -0.14 -0.23 -0.12 -0.192
C -1.022 -2.167 4.459 0.20 0.06 0.02 -0.040
C -2.033 -3.086 4.274 -0.07 -0.09 0.00 -0.068
C -2.406 -3.432 2.985 0.01 0.04 0.04 -0.058
C -1.807 -2.798 1.911 -0.01 0.17 0.04 -0.077
C -0.814 -1.830 2.074 0.02 0.18 -0.02 -0.257
P -0.288 -0.948 0.514 -0.36 -0.46 -0.25 1.132
C 0.368 -2.372 -0.443 0.12 0.06 0.11 -0.340
C 1.018 -3.412 0.227 -0.08 0.05 0.00 -0.103
C 1.664 -4.417 -0.478 0.04 -0.01 0.00 -0.081
C 1.669 -4.399 -1.865 0.01 -0.01 0.00 -0.083
C 1.027 -3.372 -2.541 -0.01 0.02 -0.02 -0.063
C 0.391 -2.357 -1.839 0.00 0.01 0.05 -0.092
C -1.957 -0.622 -0.189 0.02 -0.11 0.07 -0.359
C -2.612 0.515 0.279 0.03 0.02 0.09 -0.115
C -3.885 0.836 -0.167 -0.04 -0.03 -0.03 -0.063
C -4.524 0.014 -1.083 0.02 0.01 -0.02 -0.077
C -3.881 -1.124 -1.552 -0.02 -0.03 -0.04 -0.074
C -2.605 -1.442 -1.110 0.10 0.05 -0.03 -0.098
H 2.724 0.369 4.259 -0.05 0.00 -0.02 0.106
H 1.027 -0.644 4.787 -0.06 0.10 0.00 0.132
H -0.695 -1.924 5.463 0.01 -0.01 0.00 0.111
H -2.510 -3.551 5.127 0.00 0.03 0.00 0.108
H -3.177 -4.172 2.814 0.01 -0.01 -0.01 0.109
H -2.134 -3.050 0.914 -0.05 0.00 -0.11 0.103
H 1.013 -3.440 1.310 0.01 -0.03 0.00 0.104
H 2.165 -5.213 0.057 -0.02 0.00 0.01 0.103
H 2.174 -5.181 -2.417 -0.01 0.00 0.00 0.103
H 1.026 -3.347 -3.623 0.01 0.01 0.00 0.109
H -0.085 -1.552 -2.381 0.02 0.04 -0.05 0.090
H -2.115 1.165 0.989 -0.03 -0.01 0.03 0.032
H -4.372 1.731 0.198 0.04 0.02 0.00 0.110
H -5.516 0.260 -1.440 0.00 0.01 0.01 0.103
H -4.373 -1.769 -2.268 0.01 0.01 -0.01 0.104
H -2.110 -2.316 -1.512 -0.04 -0.05 0.07 0.098
C 0.516 0.527 -4.660 0.01 0.00 0.02 -0.105
C 1.728 0.375 -4.003 0.04 0.01 -0.03 -0.105
C 1.806 0.583 -2.631 -0.06 0.04 0.08 -0.132
C 0.700 0.943 -1.841 0.02 -0.20 0.14 -0.211
C -0.503 1.090 -2.551 -0.02 0.04 0.09 -0.150
C -0.602 0.891 -3.922 -0.05 0.01 -0.02 -0.094
H 0.445 0.376 -5.730 0.00 -0.03 0.00 0.096
H 2.616 0.085 -4.553 -0.01 0.03 -0.02 0.097
H 2.778 0.439 -2.170 0.03 -0.04 0.01 0.080
H -1.407 1.358 -2.017 -0.02 -0.01 -0.01 0.077
H -1.560 1.017 -4.414 0.00 0.00 -0.01 0.100
N 7.871 0.394 0.978 0.00 -0.01 0.00 0.175
C 6.735 0.470 0.833 0.18 0.00 0.03 -0.163
C 5.315 0.565 0.657 -0.49 -0.05 0.01 -0.200
C 4.729 1.748 0.215 0.17 -0.01 0.03 0.022
C 3.361 1.789 0.062 -0.11 0.14 -0.02 -0.118
N 2.565 0.744 0.323 0.37 -0.07 0.07 -0.026
C 3.132 -0.386 0.750 0.05 -0.20 -0.70 -0.121
C 4.493 -0.522 0.928 0.29 0.08 -0.13 0.019
H 5.330 2.618 -0.002 -0.02 0.01 -0.02 0.128
H 2.860 2.686 -0.280 0.00 -0.01 0.02 0.096
H 2.469 -1.211 0.955 0.17 0.04 -0.24 0.081
H 4.906 -1.458 1.274 -0.03 -0.01 0.00 0.131
Te 0.206 2.724 1.466 0.06 0.11 0.14 0.957
C -1.337 3.862 0.567 0.01 -0.02 0.00 -0.645
C -1.503 3.974 -0.811 0.13 -0.04 -0.01 -0.150
C -2.504 4.777 -1.340 -0.03 -0.01 0.01 -0.092
C -3.358 5.478 -0.500 -0.02 0.02 0.02 -0.107
C -3.205 5.367 0.876 -0.02 -0.02 -0.06 -0.104
C -2.203 4.565 1.403 0.01 -0.06 0.07 -0.178
H -0.836 3.439 -1.475 0.01 0.06 0.01 0.074
H -2.612 4.858 -2.414 0.01 -0.01 0.00 0.101
H -4.129 6.115 -0.914 -0.02 -0.02 0.00 0.096
H -3.872 5.901 1.542 0.02 0.03 0.00 0.098
H -2.087 4.486 2.477 -0.02 0.01 -0.01 0.081
```
Forces are in eV/Å.

Kohn-Sham gap = 6.126 eV
E = -62356.5662 eV
total charge = 0

Entry 3:
Formula: C37H30Cl4N4NaO5PS
Source: OMol25
Level of theory: ωB97M-V/def2-TZVPD

```
83
Properties=species:S:1:pos:R:3:forces:R:3:lowdin_charge:R:1
Na -0.343 -0.303 -0.219 -0.43 -0.15 -0.56 0.206
C 0.041 3.996 -3.763 -0.04 -0.07 0.04 -0.044
N -1.101 3.871 -2.887 0.21 0.13 -0.12 -0.129
C -1.537 4.857 -2.019 -0.23 -0.07 0.15 -0.057
C -2.552 4.337 -1.306 0.27 0.06 -0.09 -0.038
N -2.732 3.035 -1.745 -0.24 -0.14 0.08 -0.014
C -1.828 2.732 -2.729 -0.12 -0.33 -0.01 -0.771
S -1.685 1.295 -3.566 -0.01 0.15 0.03 0.612
C -3.471 2.079 -0.959 0.34 0.47 -0.13 -0.288
C -4.852 2.145 -0.928 0.08 -0.12 0.04 -0.011
C -5.493 1.331 -0.004 0.00 0.01 -0.02 -0.076
C -4.727 0.519 0.814 -0.04 0.02 0.01 -0.048
C -3.344 0.525 0.675 -0.03 -0.11 -0.14 -0.084
N -2.721 1.306 -0.206 -0.25 -0.28 0.12 0.198
H -0.175 4.681 -4.585 0.02 0.01 -0.01 0.084
H 0.261 3.008 -4.162 -0.02 0.02 0.02 0.048
H 0.894 4.356 -3.187 0.02 0.02 -0.05 0.083
H -1.065 5.820 -1.969 0.02 0.04 0.01 0.112
H -3.124 4.734 -0.488 -0.01 0.04 0.03 0.121
H -5.381 2.803 -1.603 -0.03 0.01 0.01 0.108
H -6.573 1.336 0.072 0.01 -0.01 0.01 0.096
H -5.179 -0.127 1.555 -0.04 0.00 0.00 0.102
H -2.713 -0.127 1.270 0.09 0.00 0.05 0.102
Cl -0.298 0.647 6.609 0.01 0.05 -0.06 0.558
C -0.199 0.916 4.884 -0.09 -0.24 0.21 -0.755
C 0.234 2.115 4.385 0.13 0.34 0.05 -0.751
Cl 0.692 3.412 5.467 -0.03 -0.07 -0.03 0.558
C 0.323 2.301 2.993 0.04 -0.04 -0.07 -0.631
Cl 0.895 3.823 2.344 -0.01 -0.02 0.04 0.603
C 0.030 1.297 2.051 0.00 -0.21 0.32 -0.450
O 0.177 1.459 0.799 0.02 0.41 0.26 -0.167
C -0.439 -0.013 2.598 0.11 0.21 0.04 -0.456
O -0.712 -0.985 1.808 -0.32 0.11 0.09 -0.181
C -0.556 -0.114 3.991 0.06 -0.07 -0.06 -0.624
Cl -1.107 -1.655 4.613 0.02 0.06 0.01 0.597
O 1.254 -2.700 -3.080 -0.04 -0.04 -0.04 -0.045
C 1.668 -1.935 -2.190 0.27 -0.07 0.15 -0.627
O 1.077 -0.951 -1.691 0.08 -0.06 -0.30 -0.094
C 3.077 -2.227 -1.633 0.01 -0.09 -0.11 -0.111
C 3.917 -2.988 -2.447 0.00 0.01 0.08 -0.043
C 5.215 -3.285 -2.072 0.00 -0.02 -0.04 -0.106
C 5.694 -2.832 -0.849 -0.03 0.00 -0.03 -0.106
C 4.862 -2.092 -0.028 0.08 0.04 0.11 -0.114
C 3.553 -1.777 -0.393 -0.24 0.13 0.05 -0.258
P 2.473 -0.729 0.722 0.43 0.00 -0.11 1.210
C 3.105 -1.147 2.401 -0.09 -0.06 -0.21 -0.357
C 2.969 -0.206 3.422 -0.07 0.06 0.10 -0.094
C 3.157 -0.557 4.751 0.00 0.02 -0.07 -0.079
C 3.484 -1.863 5.088 0.00 -0.02 0.02 -0.107
C 3.606 -2.814 4.084 -0.01 0.03 0.04 -0.105
C 3.409 -2.460 2.757 0.06 -0.10 0.06 -0.108
C 3.348 0.871 0.367 -0.22 -0.14 -0.10 -0.310
C 4.495 1.316 1.008 0.16 -0.03 0.13 -0.096
C 5.097 2.518 0.655 -0.05 -0.05 -0.01 -0.104
C 4.562 3.284 -0.368 -0.03 0.03 -0.06 -0.115
C 3.423 2.841 -1.028 0.03 0.01 0.06 -0.086
C 2.812 1.654 -0.657 -0.02 0.02 -0.02 -0.078
H 3.504 -3.339 -3.383 0.00 -0.01 -0.04 0.103
H 5.851 -3.867 -2.731 0.01 0.00 0.01 0.087
H 6.708 -3.051 -0.537 0.02 0.00 0.00 0.089
H 5.235 -1.745 0.930 0.02 0.00 -0.04 0.095
H 2.656 0.805 3.190 0.01 0.03 -0.04 0.106
H 3.005 0.192 5.517 0.01 0.00 0.05 0.101
H 3.610 -2.143 6.127 0.00 -0.01 0.01 0.089
H 3.831 -3.845 4.333 0.01 -0.01 0.02 0.089
H 3.480 -3.228 1.994 -0.01 0.04 -0.01 0.099
H 4.931 0.726 1.806 -0.03 0.00 0.01 0.095
H 5.980 2.853 1.187 0.03 0.01 0.01 0.089
H 5.023 4.226 -0.644 0.01 0.00 0.00 0.086
H 2.986 3.429 -1.826 0.02 0.05 -0.01 0.084
H 1.912 1.332 -1.160 -0.02 -0.05 0.02 0.092
C -2.508 -3.979 0.208 -0.02 -0.12 0.14 -0.047
N -1.779 -3.673 -0.996 0.04 0.09 -0.19 -0.181
C -0.746 -4.590 -1.418 0.04 -0.03 0.11 -0.055
C -1.967 -2.488 -1.627 0.21 -0.08 0.25 -0.311
O -2.805 -1.670 -1.286 -0.13 0.16 -0.07 -0.004
H -3.114 -4.884 0.080 0.01 0.00 0.00 0.080
H -3.154 -3.143 0.457 0.02 0.02 -0.03 0.080
H -1.808 -4.136 1.032 -0.02 0.02 0.03 0.094
H -1.176 -5.525 -1.797 -0.02 0.00 0.00 0.078
H -0.103 -4.835 -0.567 0.03 0.02 -0.03 0.091
H -0.130 -4.125 -2.186 0.01 0.00 -0.05 0.061
H -1.246 -2.309 -2.438 -0.05 -0.05 -0.10 0.133
```
Forces are in eV/Å.

Kohn-Sham gap = 4.391 eV
E = -129688.9955 eV
total charge = -2

Entry 4:
Formula: C37H30CsN4O4P
Source: OMol25
Level of theory: ωB97M-V/def2-TZVPD

```
77
Properties=species:S:1:pos:R:3:forces:R:3:lowdin_charge:R:1
Cs 1.198 -0.606 -1.101 -0.30 0.15 0.46 1.188
C 1.847 -3.278 2.854 -0.03 0.02 0.02 -0.062
C 0.499 -3.003 2.158 0.15 -0.03 -0.16 -0.545
O -0.364 -2.394 2.839 -0.06 0.02 0.06 -0.093
C 0.418 -3.472 0.839 0.05 0.01 0.12 -0.108
C -0.732 -3.420 -0.020 -0.15 0.14 -0.10 -0.438
C -1.961 -2.664 0.435 0.00 -0.01 -0.02 -0.064
N -0.843 -3.937 -1.202 0.05 -0.08 0.09 0.005
N 0.208 -4.727 -1.682 0.04 0.07 -0.05 0.019
C 1.185 -4.083 -2.245 -0.06 -0.05 -0.09 -0.571
O 1.381 -2.819 -2.307 0.13 -0.73 -0.62 -0.451
C 2.192 -4.960 -2.953 0.01 -0.07 0.15 -0.137
C 3.106 -4.385 -3.832 0.00 0.00 0.05 -0.042
C 4.041 -5.167 -4.499 0.01 0.01 -0.01 -0.117
C 4.089 -6.537 -4.285 0.03 -0.02 -0.02 -0.142
C 3.188 -7.119 -3.399 -0.02 0.03 0.01 -0.120
C 2.248 -6.339 -2.743 0.00 -0.03 -0.05 -0.047
H 1.841 -2.792 3.830 0.01 0.00 -0.01 0.056
H 2.685 -2.898 2.265 0.00 0.00 -0.01 0.059
H 2.001 -4.352 2.987 -0.01 0.00 0.01 0.060
H 1.287 -3.985 0.443 0.00 -0.02 0.03 0.078
H -2.195 -2.890 1.475 -0.04 -0.02 -0.01 0.060
H -2.788 -2.910 -0.234 0.01 0.01 -0.01 0.060
H -1.782 -1.585 0.392 0.01 0.00 0.04 0.035
H 3.063 -3.312 -3.966 -0.01 0.00 -0.01 0.102
H 4.741 -4.701 -5.184 0.00 -0.01 0.00 0.085
H 4.825 -7.147 -4.798 0.00 0.00 0.00 0.079
H 3.222 -8.188 -3.218 0.00 0.00 0.00 0.083
H 1.531 -6.770 -2.057 0.00 0.01 0.00 0.096
O 2.444 2.138 -0.705 0.06 0.26 -0.14 -0.191
C 1.645 2.403 -1.639 0.00 0.03 0.34 -0.810
O 1.795 2.210 -2.859 -0.16 0.06 0.02 -0.059
C 0.293 2.963 -1.166 0.10 0.04 0.03 -0.153
C -0.452 3.711 -2.072 0.00 0.00 -0.01 -0.049
C -1.653 4.296 -1.708 0.01 -0.01 -0.01 -0.101
C -2.132 4.119 -0.417 -0.02 -0.03 0.02 -0.095
C -1.406 3.363 0.491 -0.05 0.02 -0.18 -0.102
C -0.191 2.771 0.137 0.00 0.16 0.22 -0.276
P 0.783 1.833 1.420 0.25 0.04 -0.23 1.087
C -0.497 1.385 2.651 -0.14 -0.13 -0.05 -0.389
C -1.633 0.712 2.190 0.11 0.02 0.05 -0.119
C -2.486 0.062 3.062 -0.02 0.00 0.01 -0.086
C -2.227 0.071 4.424 -0.04 -0.03 -0.02 -0.099
C -1.099 0.719 4.897 0.05 0.02 0.01 -0.095
C -0.235 1.359 4.019 -0.03 0.07 0.03 -0.105
C 1.618 3.275 2.210 -0.03 0.06 0.05 -0.339
C 2.961 3.504 1.918 0.01 -0.04 0.04 -0.085
C 3.629 4.587 2.475 0.01 0.00 0.00 -0.094
C 2.967 5.454 3.332 0.01 0.02 0.00 -0.117
C 1.629 5.236 3.628 0.00 0.00 0.01 -0.103
C 0.961 4.157 3.068 -0.01 0.02 -0.06 -0.105
H -0.049 3.812 -3.073 -0.01 0.00 0.00 0.113
H -2.216 4.884 -2.425 0.00 0.00 0.00 0.097
H -3.070 4.570 -0.113 0.00 0.00 0.00 0.096
H -1.798 3.228 1.490 0.00 -0.01 0.02 0.094
H -1.811 0.656 1.122 -0.02 -0.02 -0.01 0.071
H -3.327 -0.499 2.671 0.00 0.00 0.00 0.101
H -2.874 -0.468 5.106 -0.01 0.01 0.00 0.094
H -0.864 0.698 5.955 -0.01 0.00 0.00 0.093
H 0.665 1.824 4.407 0.00 0.00 0.00 0.098
H 3.463 2.839 1.229 0.00 0.00 -0.01 0.090
H 4.672 4.754 2.233 0.00 0.00 0.00 0.095
H 3.491 6.298 3.766 0.00 0.00 0.00 0.088
H 1.101 5.910 4.294 0.00 0.00 0.00 0.092
H -0.084 3.995 3.302 0.00 0.01 0.00 0.098
N -5.971 3.384 -4.176 0.03 -0.03 0.02 0.143
C -5.200 2.735 -3.622 -0.29 0.25 -0.21 -0.186
C -4.245 1.931 -2.927 0.38 -0.33 0.28 -0.237
C -2.999 1.669 -3.483 -0.13 0.07 -0.07 -0.008
C -2.106 0.896 -2.757 0.08 -0.11 0.08 -0.112
N -2.383 0.385 -1.561 0.08 0.18 -0.06 0.112
C -3.579 0.645 -1.039 0.05 -0.16 0.08 -0.121
C -4.543 1.407 -1.671 -0.08 0.09 -0.13 -0.010
H -2.722 2.069 -4.448 0.00 0.00 0.00 0.123
H -1.120 0.687 -3.158 -0.01 0.03 -0.01 0.112
H -3.776 0.208 -0.066 0.00 0.02 0.00 0.107
H -5.500 1.594 -1.204 0.00 0.00 0.01 0.115
```
Forces are in eV/Å.

Kohn-Sham gap = 4.396 eV
E = -62844.5824 eV
total charge = -2

Respective ΔE to the lowest compared entry with this formula, charge and spin values: 0.0 0.0 130.4 32.6 kJ/mol.
Respective largest force on an atom values: 0.1 0.8 0.7 1.0 eV Å⁻¹.